Computed, not measured: 9 unconnected molecules or ions with the total composition C36H54O18 in a non-equilibrium geometry, with the ωB97M-V functional and the def2-TZVPD basis.

Properties
SMILES: O=C1CCCO1.O=C1CCCO1.O=C1CCCO1.O=C1CCCO1.O=C1CCCO1.O=C1CCCO1.O=C1CCCO1.O=C1CCCO1.O=C1CCCO1
Energy relative to the best compared isomer or geometry (same formula, charge and spin): 18.40 kcal per mole
Charge: 0
Lowest unoccupied orbital energy: 0.222 eV

Element x y z (Å)
O1 5.7681 23.6315 5.7546
C1 4.9608 22.7768 5.5407
C2 5.0389 21.6140 4.5749
C3 3.5629 21.3613 4.2746
C4 2.8802 21.7918 5.5841
O2 3.8111 22.6699 6.2482
H1 5.6292 21.8630 3.6991
H2 5.5007 20.7915 5.1227
H3 3.2382 21.9835 3.4414
H4 3.3764 20.3163 4.0239
H5 2.0037 22.3770 5.3024
H6 2.6209 20.9716 6.2423
O3 -2.2044 16.2315 11.0102
C5 -1.0206 16.0759 11.1183
C6 -0.1420 16.3507 12.3353
C7 1.3119 16.2602 11.8160
C8 1.1116 15.4816 10.5231
O4 -0.2494 15.6326 10.1099
H7 -0.4532 17.3004 12.7615
H8 -0.3707 15.5378 13.0284
H9 1.7846 17.2329 11.7150
H10 1.8672 15.7029 12.5687
H11 1.7606 15.8302 9.7261
H12 1.2145 14.4028 10.6651
O5 -2.8228 14.7308 0.7914
C9 -2.9128 14.8592 1.9779
C10 -1.8039 14.8943 3.0046
C11 -2.5062 14.5600 4.3176
C12 -3.9774 14.9080 4.0393
O6 -4.1113 14.9150 2.5942
H13 -1.0327 14.1615 2.7824
H14 -1.3738 15.8943 3.0579
H15 -2.4294 13.5518 4.7091
H16 -2.1507 15.1949 5.1340
H17 -4.6224 14.0953 4.3716
H18 -4.3081 15.8651 4.4351
O7 -2.4761 16.5833 7.3706
C13 -3.5202 17.1760 7.4034
C14 -4.3129 17.5847 8.6227
C15 -5.3140 18.6101 8.0956
C16 -5.3636 18.3295 6.6001
O8 -4.1278 17.6155 6.2883
H19 -4.8574 16.7234 9.0142
H20 -3.6307 17.9327 9.3928
H21 -6.2947 18.4772 8.5502
H22 -5.0097 19.6333 8.3083
H23 -6.1687 17.7066 6.2104
H24 -5.3074 19.2065 5.9557
O9 2.2282 18.8793 7.1062
C17 1.5997 17.9051 6.7933
C18 0.9793 17.5290 5.4491
C19 1.0997 16.0238 5.5320
C20 0.7275 15.7739 6.9751
O10 1.3975 16.8969 7.6563
H25 -0.0663 17.8369 5.5346
H26 1.5636 18.0541 4.7025
H27 0.3693 15.5793 4.8553
H28 2.0852 15.5982 5.3541
H29 -0.3243 15.9913 7.1688
H30 0.9787 14.8436 7.4700
O11 -0.1118 13.0078 5.3735
C21 0.1529 11.9191 4.9532
C22 -0.6096 10.6361 5.1915
C23 0.2204 9.5329 4.5422
C24 1.5551 10.2661 4.2319
O12 1.2741 11.6720 4.2421
H31 -0.9155 10.4913 6.2246
H32 -1.5579 10.7526 4.6526
H33 0.4510 8.7005 5.2018
H34 -0.2008 9.1591 3.6130
H35 2.2447 10.1134 5.0666
H36 2.0254 9.9038 3.3248
O13 2.7540 17.4676 2.7309
C25 1.9272 17.7145 1.8999
C26 0.9624 18.8845 1.8545
C27 0.1611 18.6728 0.5459
C28 0.5691 17.2785 0.0661
O14 1.7184 16.8933 0.8475
H37 0.3141 18.8513 2.7273
H38 1.5141 19.8189 1.8062
H39 -0.9101 18.7351 0.7321
H40 0.3950 19.4728 -0.1540
H41 -0.2034 16.5365 0.2711
H42 0.8242 17.2362 -0.9888
O15 -2.1606 21.2237 9.2702
C29 -1.0220 21.5934 9.3129
C30 -0.2183 22.2505 8.1999
C31 1.2256 22.0304 8.6845
C32 1.0005 22.1632 10.1823
O16 -0.2785 21.5616 10.4422
H43 -0.5281 21.7893 7.2664
H44 -0.4737 23.3116 8.1997
H45 1.5545 21.0418 8.3737
H46 1.8554 22.8502 8.3458
H47 1.7874 21.6861 10.7611
H48 0.9547 23.2156 10.4722
O17 -3.1123 11.7908 10.9156
C33 -2.9567 12.4275 9.9148
C34 -3.9740 12.7607 8.8430
C35 -3.0429 13.0926 7.6300
C36 -1.8368 13.6911 8.3438
O18 -1.7462 12.9453 9.5854
H49 -4.6052 11.8920 8.7018
H50 -4.4629 13.7070 9.0755
H51 -2.8534 12.1275 7.1537
H52 -3.4901 13.7782 6.9146
H53 -0.9354 13.3915 7.8095
H54 -1.8778 14.7611 8.4926

Computed, not measured: 2 unconnected molecules or ions with the total composition CH4NO2 in a non-equilibrium geometry, with the ωB97M-V functional and the def2-TZVPD basis.

Properties
Energy relative to the best compared isomer or geometry (same formula, charge and spin): 222.68 kcal per mole
Charge: +1
Lowest unoccupied orbital energy (alpha / beta): -6.410 / -4.978 eV

Element x y z (Å)
C1 -1.2913 0.0454 0.4335
N1 0.0148 -0.5458 0.5021
O1 -1.7737 0.6130 -0.6403
O2 -2.3463 -0.5236 -0.0508
H1 -1.5569 1.5228 2.4083
H2 0.5934 -0.2172 1.2933
H3 0.4411 -0.6772 -0.4561
H4 -0.3530 -1.4541 0.8418

Computed, not measured: 10 unconnected molecules or ions with the total composition C56H74BrF9N5O29 in a non-equilibrium geometry, with the ωB97M-V functional and the def2-TZVPD basis.

Properties
Energy relative to the best compared isomer or geometry (same formula, charge and spin): 520.04 kcal per mole
Charge: +1
Lowest unoccupied orbital energy: -3.048 eV

Element x y z (Å)
C1 0.3444 5.9185 -4.8336
C2 -0.1464 4.6242 -5.1689
C3 -0.9574 3.1782 -5.1754
C4 -1.6370 2.8557 -3.6812
C5 -1.5764 1.2645 -3.2790
N1 -0.4799 0.9393 -2.2388
C6 0.9058 0.8808 -2.8574
C7 1.1765 -0.5278 -3.7194
C8 2.7306 -1.0454 -3.6461
C9 -0.7672 0.6982 -0.8877
N2 0.3062 0.3004 0.0866
C10 0.1344 -1.0744 0.6701
C11 -0.1620 -2.1531 -0.5628
C12 -0.1387 -3.7295 -0.1532
O1 -1.3467 -4.3625 -0.1240
Br1 1.4113 -4.8811 0.3416
N3 1.2552 -1.6750 1.4200
C13 2.6452 -1.3836 1.0881
C14 3.2804 -1.8314 -0.3306
C15 -1.2137 -0.8113 1.6341
C16 -1.7927 -2.2114 2.3192
C17 -2.1090 -3.4733 2.8749
C18 -1.0339 0.2258 2.8470
F1 -1.1768 1.6576 2.3743
F2 -2.2129 0.0325 3.7776
C19 0.2566 0.2712 3.8031
F3 -0.0437 1.4905 4.6713
F4 1.5382 0.7365 3.1464
C20 0.4664 -0.8889 4.9257
F5 -0.5564 -0.8131 6.0375
F6 0.4623 -2.2860 4.4717
C21 1.9234 -0.7235 5.7385
F7 1.8834 -1.8240 6.7747
F8 2.0290 0.5366 6.5045
F9 3.0987 -1.0390 4.8839
C22 -2.4993 -0.2209 0.7403
C23 -3.5190 -1.3634 0.1617
C24 -4.8825 -1.5836 1.1066
O2 -5.0208 -2.8087 1.6536
N4 -5.9422 -0.5324 1.3414
C25 -7.3356 -1.0062 0.9902
C26 -5.8616 0.0766 2.7239
N5 -2.1648 0.7188 -0.3617
C27 -2.8219 2.0622 -0.2914
C28 -4.3908 1.9213 -0.8563
C29 -4.8341 2.3008 -2.2229
H1 0.8803 6.8691 -4.3519
H2 -1.7603 3.2188 -6.0330
H3 -0.1740 2.3563 -5.4934
H4 -1.0481 3.5502 -2.9200
H5 -2.7295 3.3008 -3.7505
H6 -1.2673 0.6898 -4.2790
H7 -2.6082 0.7971 -2.9620
H8 1.7861 1.1591 -2.1439
H9 0.9119 1.7281 -3.7004
H10 0.3747 -1.3679 -3.4423
H11 0.9639 -0.2903 -4.8701
H12 3.1548 -1.1164 -4.7573
H13 2.8771 -2.0824 -3.1165
H14 3.3717 -0.1831 -3.1285
H15 1.2517 0.6083 -0.1237
H16 0.6970 -1.9323 -1.3626
H17 -1.1600 -1.9797 -1.1386
H18 1.0472 -2.4937 2.0118
H19 3.3484 -1.8366 1.9415
H20 2.8266 -0.2048 1.1667
H21 3.5011 -0.8496 -0.9730
H22 2.7123 -2.6250 -0.9589
H23 4.3616 -2.2884 -0.1124
H24 -2.3811 -4.3240 3.6576
H25 -3.2004 0.4084 1.4798
H26 -3.9579 -0.9116 -0.8545
H27 -3.0412 -2.3829 -0.1373
H28 -7.4569 -2.1694 0.9085
H29 -8.0763 -0.5560 1.7860
H30 -7.6372 -0.5410 -0.0621
H31 -6.6220 -0.4292 3.4666
H32 -4.7359 -0.0455 3.0810
H33 -6.1123 1.2254 2.6493
H34 -2.3002 2.8922 -0.9729
H35 -2.9322 2.5420 0.7669
H36 -5.2071 1.5450 -0.1068
H37 -4.8258 1.4327 -3.0416
H38 -5.2336 3.3443 -2.5701
C30 -0.2766 9.8409 -2.9504
C31 -0.2440 9.4180 -1.5175
O3 -1.3620 8.5579 -1.4065
C32 -1.6233 8.0828 -2.6594
O4 -2.4131 7.1865 -2.9052
O5 -0.8850 8.7407 -3.6004
H39 0.7232 10.0247 -3.3532
H40 -0.8940 10.7311 -3.1098
H41 0.6616 8.8549 -1.2683
H42 -0.3362 10.2646 -0.8316
C33 7.4804 0.7819 0.8731
C34 6.3242 0.3640 1.7225
O6 5.2004 0.7781 0.9690
C35 5.6022 0.8547 -0.3335
O7 4.8483 1.0178 -1.2783
O8 6.9568 0.7240 -0.4405
H43 8.3381 0.1119 0.9783
H44 7.8024 1.8078 1.0803
H45 6.2773 -0.7214 1.8602
H46 6.3327 0.8467 2.7036
C36 4.5465 -6.3871 4.2090
C37 3.0883 -6.0660 4.1503
O9 3.0263 -5.0034 3.2180
C38 4.1353 -5.1033 2.4281
O10 4.3189 -4.4522 1.4132
O11 5.0110 -6.0269 2.9216
H47 4.7320 -7.4466 4.4057
H48 5.0770 -5.7879 4.9565
H49 2.4908 -6.9027 3.7733
H50 2.6914 -5.7545 5.1205
C39 -0.8823 7.1239 -8.1412
C40 -0.8546 8.3102 -9.0494
O12 0.1189 9.1499 -8.4584
C41 0.9372 8.3477 -7.7165
O13 1.9836 8.7136 -7.2076
O14 0.4325 7.0830 -7.6193
H51 -1.1173 6.1978 -8.6730
H52 -1.5877 7.2477 -7.3129
H53 -0.5312 8.0530 -10.0636
H54 -1.8225 8.8162 -9.1027
C42 -10.0102 -1.1836 -2.8787
C43 -9.9825 0.0028 -3.7869
O15 -9.0090 0.8424 -3.1959
C44 -8.1907 0.0402 -2.4540
O16 -7.1443 0.4061 -1.9451
O17 -8.6954 -1.2244 -2.3568
H55 -10.2452 -2.1097 -3.4104
H56 -10.7156 -1.0598 -2.0504
H57 -9.6591 -0.2545 -4.8011
H58 -10.9504 0.5087 -3.8402
C45 4.2431 -9.8355 7.6833
C46 5.5394 -10.5482 7.4718
O18 5.6124 -10.6803 6.0650
C47 4.8301 -9.6961 5.5328
O19 4.7953 -9.4092 4.3478
O20 4.0932 -9.0747 6.4994
H59 4.2640 -9.1850 8.5620
H60 3.3964 -10.5244 7.7703
H61 6.3989 -9.9640 7.8174
H62 5.5587 -11.5288 7.9551
C48 -0.5708 -8.3627 6.5603
C49 -0.6563 -9.8287 6.2835
O21 0.3620 -10.3741 7.1006
C50 0.5771 -9.4846 8.1135
O22 1.2671 -9.7106 9.0936
O23 -0.0810 -8.3103 7.8871
H63 -1.5428 -7.8675 6.4861
H64 0.1397 -7.8533 5.9009
H65 -1.6186 -10.2557 6.5851
H66 -0.4771 -10.0645 5.2309
C51 -5.9330 6.7457 -2.9273
C52 -6.7145 7.9394 -2.4831
O24 -8.0154 7.4204 -2.2823
C53 -7.8775 6.0820 -2.0513
O25 -8.7781 5.3521 -1.6722
O26 -6.6005 5.6676 -2.2987
H67 -4.8873 6.7915 -2.6111
H68 -5.9710 6.6009 -4.0120
H69 -6.3478 8.3508 -1.5367
H70 -6.7253 8.7331 -3.2351
C54 11.0804 0.6215 -2.1712
C55 12.0518 1.7417 -1.9856
O27 11.5133 2.4617 -0.8930
C56 10.7341 1.5898 -0.1884
O28 10.2524 1.8269 0.9067
O29 10.5653 0.4184 -0.8687
H71 11.5596 -0.2877 -2.5446
H72 10.2555 0.8895 -2.8396
H73 13.0525 1.3871 -1.7169
H74 12.1264 2.3788 -2.8711

Computed, not measured: 2 unconnected molecules or ions with the total composition C6H13NO2S in a non-equilibrium geometry, with the ωB97M-V functional and the def2-TZVPD basis.

Properties
Energy relative to the best compared isomer or geometry (same formula, charge and spin): 64.47 kcal per mole
Charge: 0
Lowest unoccupied orbital energy (alpha / beta): -1.361 / -1.420 eV

Element x y z (Å)
C1 -1.5775 1.1931 -0.0975
C2 -0.5320 -0.1455 -1.9291
C3 1.3774 1.2589 0.2456
C4 1.4872 -1.2273 -0.0064
C5 -0.6217 0.0909 -0.4873
C6 0.6143 -0.0243 0.4016
N1 0.1393 -0.2582 1.7129
O1 -1.5317 1.6246 1.0986
O2 -2.3619 1.6210 -0.9002
S1 -2.0448 -2.0849 0.3235
H1 -1.4877 0.0745 -2.5564
H2 -0.2369 -1.2372 -2.0726
H3 0.1555 0.5138 -2.2152
H4 1.9508 1.1858 -0.7567
H5 2.2530 1.0782 0.8957
H6 0.9008 2.2816 0.1537
H7 0.8557 -2.1314 -0.0173
H8 2.2150 -1.3334 0.7200
H9 1.8207 -1.3219 -1.1043
H10 -0.1724 -1.1387 1.9113
H11 -0.8651 1.0718 1.7087
H12 0.7074 0.1448 2.4265
H13 -3.0453 -1.2362 0.5448

Computed, not measured: C19H21N3O4 in the gas phase, with the ωB97M-V functional and the def2-TZVPD basis.

Properties
SMILES: CCc1cc(=O)oc2cc(OCC(=O)NCCCn3ccnc3)ccc12
Energy relative to the best compared isomer or geometry (same formula, charge and spin): 34.29 kcal per mole
Charge: 0
Lowest unoccupied orbital energy: 0.144 eV

Element x y z (Å)
C1 -4.5373 -2.1245 -0.4904
C2 -3.8311 -0.8058 -0.8158
C3 -2.7847 -0.4918 0.2074
C4 -3.0143 0.4217 1.1779
C5 -2.0438 0.7585 2.1939
O1 -2.1835 1.5859 3.0598
O2 -0.8518 0.0740 2.1531
C6 -0.5770 -0.8175 1.1788
C7 0.7154 -1.3413 1.1785
C8 1.1125 -2.1825 0.1545
O3 2.3836 -2.6374 -0.0248
C9 3.4126 -2.1065 0.7815
C10 3.6603 -0.5967 0.6013
O4 4.2440 0.0457 1.4452
N1 3.1719 -0.1005 -0.5510
C11 3.3001 1.2794 -0.9879
C12 2.8587 2.3012 0.0651
C13 1.4791 2.0316 0.6725
N2 0.3913 2.0843 -0.2689
C14 -0.5516 3.0684 -0.3602
C15 -1.4161 2.6802 -1.3419
N3 -1.0265 1.4835 -1.8545
C16 0.0514 1.1574 -1.1948
C17 0.1790 -2.5717 -0.8176
C18 -1.0990 -2.0750 -0.7956
C19 -1.5058 -1.1579 0.1834
H1 -3.8300 -2.9492 -0.4491
H2 -5.2850 -2.3445 -1.2482
H3 -5.0342 -2.0543 0.4746
H4 -4.5671 -0.0013 -0.8278
H5 -3.3715 -0.8548 -1.8035
H6 -3.9424 0.9687 1.2316
H7 1.3802 -1.0448 1.9738
H8 4.3192 -2.6367 0.4742
H9 3.2478 -2.3079 1.8459
H10 2.7950 -0.7573 -1.2168
H11 4.3459 1.4870 -1.2441
H12 2.6950 1.3884 -1.8901
H13 3.5763 2.2894 0.8854
H14 2.8751 3.2877 -0.4015
H15 1.4868 1.0484 1.1462
H16 1.2833 2.7759 1.4478
H17 -0.5351 3.9312 0.2728
H18 -2.2883 3.1802 -1.7109
H19 0.5982 0.2496 -1.3479
H20 0.5007 -3.2499 -1.5918
H21 -1.7875 -2.3687 -1.5699

Computed, not measured: a molecular structure, C21H37AgF12N2O19PS6 in a non-equilibrium geometry, with the ωB97M-V functional and the def2-TZVPD basis.

Properties
Multiplicity: 2
<S²>: 0.7614
Charge: 0
Lowest unoccupied orbital energy (alpha / beta): -2.816 / -6.133 eV

Element x y z (Å)
Ag1 -0.0604 0.6165 1.1935
C1 -2.2942 5.8269 -0.3967
F1 -3.5404 5.4821 -0.6896
F2 -1.5754 5.4133 -1.3864
F3 -2.2679 7.1124 -0.2702
S1 -1.7168 4.9151 1.2532
O1 -0.2520 4.8582 1.1528
O2 -2.1309 5.7699 2.3944
N1 -2.5114 3.3066 1.0375
S2 -3.9227 3.4700 1.6507
O3 -3.9708 2.6488 2.8227
O4 -4.5503 4.7775 1.7100
C2 -5.0320 2.4603 0.3716
F4 -6.1792 2.2399 0.9206
F5 -5.2464 3.1186 -0.7542
F6 -4.4674 1.2920 0.0057
C3 1.1943 2.4054 6.1412
F7 0.0452 2.6430 5.4987
F8 2.1015 3.2400 5.6561
F9 1.0342 2.5457 7.4115
S3 1.5884 0.5674 5.8036
O5 2.5678 0.0453 6.7572
O6 0.2654 -0.0593 5.9533
N2 2.1070 0.5481 4.0927
S4 3.6844 0.2915 4.1389
O7 4.2203 0.1672 2.7790
O8 4.3851 1.2710 5.0121
C4 4.0494 -1.5242 4.7993
F10 5.1390 -2.1351 4.2230
F11 4.4428 -1.3039 6.0632
F12 2.9289 -2.2968 4.8414
C5 3.9090 5.6885 -2.5224
C6 5.2861 5.4666 -1.8781
C7 5.4873 4.0358 -1.3559
S5 4.1675 2.9876 -2.1308
O9 3.1194 2.6261 -1.1384
O10 4.8626 1.9727 -2.8968
C8 3.5082 4.3488 -3.1854
H1 4.1154 6.4839 -3.2386
H2 3.2100 6.1382 -1.8172
H3 5.3113 6.1657 -1.0422
H4 6.0391 5.6558 -2.6431
H5 5.2468 3.9993 -0.2934
H6 6.4685 3.5642 -1.4110
H7 2.4804 4.0833 -3.4332
H8 4.1054 4.2283 -4.0892
C9 -3.9944 -3.9721 6.3865
C10 -3.3159 -5.1438 5.6924
C11 -2.4839 -4.6915 4.5634
S6 -3.4686 -3.4720 3.6634
O11 -4.4338 -4.0361 2.7951
O12 -2.5090 -2.4545 3.2277
C12 -4.4364 -2.9829 5.2650
H9 -3.3443 -3.4831 7.1121
H10 -4.7691 -4.3250 7.0672
H11 -4.1517 -5.7887 5.4208
H12 -2.6786 -5.6864 6.3907
H13 -2.1697 -5.4824 3.8824
H14 -1.6615 -4.1354 5.0134
H15 -5.4936 -2.7829 5.0909
H16 -4.0079 -2.0050 5.4845
C13 3.9734 -4.0308 -1.3709
O13 3.4211 -4.8628 -0.3972
C14 2.3938 -4.4013 0.3071
O14 1.9298 -3.2651 0.3465
O15 1.8340 -5.3632 0.9749
C15 2.2326 -6.7254 0.8404
H17 4.7561 -4.4919 -1.9732
H18 4.3812 -3.0970 -0.9837
H19 3.1761 -3.8141 -2.0819
H20 1.6147 -7.3784 1.4567
H21 3.2930 -6.8546 1.0569
H22 2.1414 -7.0891 -0.1831
C16 1.4989 -0.9622 -6.3942
C17 0.2974 0.0496 -6.1687
O16 0.0085 0.1473 -4.8135
P1 -1.3588 -0.4946 -4.1335
O17 -1.4757 -0.2638 -2.6455
O18 -1.2491 -2.1238 -4.5029
C18 -1.7540 -3.0712 -3.5882
C19 -3.2546 -3.1148 -3.6955
O19 -2.5554 0.1364 -5.0638
C20 -2.6899 1.5926 -5.1156
C21 -3.3334 1.8886 -6.4046
H23 2.3697 -0.5691 -5.8696
H24 1.2957 -1.9658 -6.0205
H25 1.6767 -1.1221 -7.4576
H26 0.5110 1.0098 -6.6382
H27 -0.5197 -0.4050 -6.7288
H28 -1.2623 -4.0437 -3.6137
H29 -1.5807 -2.6834 -2.5844
H30 -3.6835 -3.4694 -2.7583
H31 -3.7569 -2.1806 -3.9468
H32 -3.4490 -3.7826 -4.5347
H33 -3.1421 2.0713 -4.2469
H34 -1.7102 2.0648 -5.0423
H35 -3.3864 2.9593 -6.6021
H36 -2.7029 1.4245 -7.1629
H37 -4.3742 1.5656 -6.4259

Q: What is the formula in the fourth record?
A: C6H13NO2S

Q: Which formula does entry 3 have?
A: C56H74BrF9N5O29